This record from the Open Molecules 2025 dataset describes C45H40BrCl3CoN6O4S2 as an isolated structure. The level of theory is ωB97M-V/def2-TZVPD.

XYZ file:
```
102
Properties=species:S:1:pos:R:3:lowdin_spin:R:1
Br -2.81 -1.02 -5.29 0.000
Co 1.77 0.84 0.11 0.949
Cl -0.94 -3.49 0.74 0.000
Cl -1.93 -5.60 3.52 0.000
Cl -3.82 -4.40 -3.66 0.000
S -3.34 -6.73 1.16 0.000
S -0.58 4.98 -2.37 0.000
O 1.55 -0.50 1.53 -0.004
O 3.11 3.71 -3.20 0.000
O 2.10 2.23 -1.16 -0.009
O -4.49 -2.17 2.47 0.000
N 3.96 0.11 0.12 0.034
N -0.48 0.97 0.16 0.036
N 1.92 1.99 1.61 -0.006
N -2.47 0.44 0.93 0.000
N 1.64 1.39 2.84 -0.001
N 1.83 -0.50 -1.41 0.000
C -0.86 0.38 -3.76 0.000
C -4.18 -4.58 2.29 0.000
C 6.22 -1.50 0.13 -0.001
C -1.16 0.13 0.90 0.001
C 2.54 3.42 -0.87 -0.001
C -3.37 -2.31 0.33 0.000
C -1.39 1.90 -0.29 0.002
C 3.39 6.09 -0.44 0.000
C -4.75 -5.99 0.53 0.000
C 6.12 -0.41 0.98 0.001
C 0.26 -1.91 -2.66 0.000
C -4.48 -2.08 -0.49 0.000
C 0.60 -2.86 4.82 0.000
C 4.97 0.37 0.93 0.003
C -3.64 -3.57 -2.15 0.000
C 2.55 3.99 0.43 -0.001
C 0.99 -0.12 5.12 0.000
C 3.45 5.52 -1.71 -0.001
C -4.62 -2.69 -1.73 0.000
C 0.45 -2.27 6.06 0.000
C 3.06 4.22 -1.92 0.000
C 0.19 0.49 -2.87 0.000
C 2.96 5.32 0.61 -0.001
C -0.80 -2.02 -3.55 0.000
C 1.14 -0.71 3.86 0.000
C -3.36 -1.73 1.72 0.000
C 0.64 -0.90 6.21 0.000
C 0.94 -2.08 3.72 0.000
C -4.30 -3.38 3.18 0.000
C 0.08 4.55 -3.99 0.000
C 4.04 2.64 -3.35 0.000
C -2.39 -3.17 -0.16 0.000
C 1.47 0.11 2.66 -0.001
C -2.63 1.58 0.17 0.001
C -3.49 -0.21 1.73 0.000
C 4.05 -0.95 -0.69 0.002
C 0.75 -0.66 -2.32 0.000
C 2.89 -1.17 -1.57 -0.003
C 2.19 3.24 1.61 -0.003
C -3.20 -5.52 2.37 0.000
C -1.76 6.25 -2.87 0.000
C 5.16 -1.78 -0.73 0.000
C -1.35 -0.87 -4.09 0.000
C -5.09 -4.88 1.23 0.000
C -2.52 -3.81 -1.38 0.000
H 3.69 7.12 -0.29 0.000
H 0.46 -3.92 4.69 0.000
H -2.45 -2.02 2.24 0.000
H 0.67 -2.80 -2.19 0.000
H 2.99 -1.89 -2.39 0.000
H -5.25 -6.41 -0.33 0.000
H 0.53 -0.44 7.19 0.000
H 7.10 -2.13 0.14 0.000
H -1.20 -2.99 -3.82 0.000
H 0.59 1.45 -2.58 0.000
H -4.46 0.07 1.34 0.000
H 3.81 6.09 -2.57 0.000
H -1.10 2.72 -0.92 0.000
H -5.27 -1.43 -0.13 0.000
H 3.77 1.80 -2.71 0.000
H -1.31 1.27 -4.18 0.000
H 6.92 -0.16 1.66 0.000
H 4.00 2.34 -4.40 0.000
H -0.71 4.16 -4.64 0.000
H -5.94 -4.25 0.99 0.000
H 5.19 -2.62 -1.40 0.000
H -3.44 0.14 2.77 0.000
H 4.85 1.23 1.58 0.000
H -1.25 7.09 -3.34 0.000
H 0.84 3.79 -3.84 0.000
H 0.18 -2.88 6.92 0.000
H 0.55 5.42 -4.46 0.000
H -5.17 -3.47 3.83 0.000
H -0.73 -0.72 1.42 0.000
H 5.05 2.98 -3.12 0.000
H 2.18 3.75 2.57 -0.001
H 2.93 5.74 1.61 0.000
H 1.08 -2.52 2.74 0.000
H -3.59 2.05 0.04 0.000
H 1.14 0.94 5.22 0.000
H -3.41 -3.30 3.83 0.000
H -2.26 6.60 -1.97 0.000
H -5.49 -2.49 -2.35 0.000
H -1.76 -4.50 -1.72 0.000
H -2.51 5.84 -3.55 0.000
```

Output
HOMO level (alpha / beta) = -6.9 / -6.9 eV
Kohn-Sham gap (alpha / beta) = 6.40 / 6.36 eV
Expectation value of S² = 0.76
Lowest unoccupied orbital energy (alpha / beta) = -0.5 / -0.5 eV
Multiplicity = 2


This record from the Open Molecules 2025 dataset describes C45H40IrN5OP as an isolated structure. The level of theory is ωB97M-V/def2-TZVPD.

XYZ file:
```
93
Properties=species:S:1:pos:R:3:lowdin_spin:R:1
Ir 0.15 -0.15 0.07 0.167
P -0.60 -3.15 -1.32 0.104
O -0.33 -0.18 2.21 -0.037
N -0.73 2.52 0.55 -0.126
N 2.16 0.01 0.28 0.069
N -1.83 0.49 -0.06 -0.006
N -0.05 -2.01 -0.30 0.715
N 0.29 1.80 0.39 -0.018
C 0.46 -0.13 3.18 -0.003
C 4.81 -3.24 0.59 0.003
C -4.29 1.74 0.12 0.000
C -3.24 -2.46 -4.35 0.001
C 3.07 -1.08 0.39 0.007
C -1.01 -1.21 -3.25 -0.009
C 2.10 -5.04 -3.69 0.002
C -3.56 -5.82 0.89 -0.001
C -2.95 -0.17 -0.37 -0.001
C -2.92 -6.30 -0.25 0.001
C 2.57 1.29 0.55 0.022
C 1.10 -4.17 -3.26 0.005
C -0.83 -0.13 8.76 0.000
C 2.33 -5.90 -1.45 0.000
C 0.72 -4.18 -1.92 0.026
C -2.35 -3.75 0.71 0.004
C -2.58 -3.05 -3.28 0.004
C 1.86 3.63 0.92 -0.010
C 0.09 -0.07 4.56 -0.001
C 4.05 -3.05 -0.56 0.001
C 4.19 3.00 1.00 0.010
C -1.53 -0.08 6.34 0.000
C -3.13 2.44 0.41 -0.022
C -2.78 -1.26 -4.88 0.001
C -1.91 1.79 0.29 -0.001
C 0.82 -0.06 6.85 0.000
C -1.73 -4.22 -0.45 0.011
C 3.17 3.97 1.12 0.032
C -3.28 -4.55 1.37 0.000
C 3.17 -1.99 -0.65 0.004
C 1.34 -5.04 -1.01 0.005
C -0.50 -0.09 7.29 0.002
C -4.20 0.42 -0.30 -0.021
C 2.71 -5.90 -2.79 0.004
C 1.14 -0.04 5.51 0.001
C 1.56 2.29 0.63 0.032
C -1.67 -0.64 -4.33 -0.001
C -2.44 -0.05 4.03 0.000
C -2.01 -5.50 -0.92 0.001
C 4.70 -2.34 1.64 0.001
C 3.91 1.69 0.71 0.012
C 3.84 -1.25 1.54 0.005
C 2.60 0.03 5.11 0.000
C -1.27 -0.07 4.99 0.001
C -1.46 -2.42 -2.72 0.013
H 5.28 -2.48 2.55 0.000
H -2.08 -2.78 1.12 0.002
H 4.16 -3.73 -1.40 0.000
H 0.61 -3.51 -3.97 0.000
H -2.84 -1.19 -0.70 0.000
H -5.07 -0.15 -0.56 -0.001
H 3.42 5.00 1.35 0.002
H 3.22 0.15 6.00 0.000
H -3.13 -7.30 -0.61 0.000
H -2.94 -3.98 -2.87 0.000
H -1.42 0.74 9.04 0.000
H -0.15 -0.72 -2.83 -0.011
H 2.39 -5.05 -4.74 0.000
H 2.80 -6.59 -0.75 0.000
H -2.44 -0.93 3.40 0.000
H -4.27 -6.45 1.40 0.000
H 2.58 -1.83 -1.54 0.000
H -4.11 -2.95 -4.78 0.000
H 5.22 3.30 1.13 0.000
H -3.77 -4.18 2.26 0.000
H 2.81 0.87 4.45 0.000
H -1.31 0.30 -4.75 0.000
H 1.62 -0.04 7.59 0.000
H -3.13 3.47 0.71 -0.001
H -5.26 2.21 0.22 0.000
H 0.07 -0.15 9.37 0.000
H -2.39 0.82 3.37 0.000
H 1.53 -0.15 2.97 -0.001
H -3.37 -0.01 4.59 0.000
H 4.71 0.97 0.59 0.000
H 3.49 -6.57 -3.13 0.000
H 1.06 4.35 0.96 -0.002
H 5.48 -4.09 0.67 0.000
H -1.42 -1.02 8.99 0.000
H -3.30 -0.81 -5.72 0.000
H -2.56 -0.07 6.68 0.000
H 3.75 -0.55 2.36 0.000
H 1.04 -5.04 0.03 0.000
H 2.92 -0.89 4.61 0.000
H -1.51 -5.87 -1.81 0.000
```

Output
HOMO level (alpha / beta) = -12.6 / -12.3 eV
Net charge = +2
Kohn-Sham gap (alpha / beta) = 5.42 / 4.91 eV
Expectation value of S² = 1.18
Lowest unoccupied orbital energy (alpha / beta) = -7.1 / -7.4 eV
Multiplicity = 2


This record from the Open Molecules 2025 dataset describes C45H41BaCl2GeN4O2P2 as an isolated structure. The level of theory is ωB97M-V/def2-TZVPD.

XYZ file:
```
98
Properties=species:S:1:pos:R:3:lowdin_spin:R:1
Ba -0.01 -0.35 0.09 0.100
Ge 1.04 -3.61 0.08 0.452
Cl -7.25 -0.40 1.61 0.000
Cl -7.22 -1.21 -1.47 0.000
P 1.35 2.72 0.14 0.001
P 3.87 0.72 0.05 0.002
O -3.06 1.72 2.81 0.001
O -2.92 -1.03 -3.52 0.000
N 0.43 -0.32 -2.62 0.001
N -2.10 -0.54 -1.39 0.000
N -2.17 0.12 1.36 0.002
N 0.28 0.55 2.75 0.000
C -4.56 -0.82 -1.33 0.000
C 2.48 -3.09 2.97 0.005
C 2.81 -4.12 0.72 0.072
C -0.89 0.96 3.25 0.000
C -4.59 -0.10 1.33 0.000
C 5.28 1.35 -0.94 0.000
C 4.69 -0.66 0.94 0.000
C 1.36 0.59 3.53 0.000
C 4.76 2.12 2.33 0.000
C -2.17 0.96 2.41 0.001
C 3.29 -3.77 2.02 0.017
C 4.31 -3.03 4.54 -0.004
C -1.27 -5.38 3.13 0.001
C -5.78 -0.44 0.70 0.000
C -0.49 -1.24 -4.62 0.000
C 1.84 -0.76 -4.50 0.000
C 1.34 1.04 4.83 0.000
C -0.62 -0.77 -3.31 0.000
C 3.66 -4.73 -0.16 0.036
C 4.99 -5.04 0.19 0.000
C 2.65 2.87 1.42 0.000
C 1.63 -0.32 -3.21 0.001
C 0.03 3.84 0.72 0.000
C -2.03 -0.79 -2.70 0.000
C 3.76 2.01 1.36 0.000
C -3.35 -0.50 -0.71 0.000
C 5.46 -4.72 1.43 0.028
C -0.23 -5.05 2.28 0.025
C 2.56 3.79 2.47 0.000
C -2.70 -3.81 2.01 -0.002
C -5.76 -0.79 -0.63 0.000
C 3.54 3.86 3.44 0.000
C 0.74 -4.08 -1.79 0.097
C -2.51 -4.76 3.00 0.017
C 4.62 -4.07 2.37 0.001
C 4.65 3.04 3.37 0.000
C -0.99 1.45 4.55 0.000
C 5.11 -3.69 3.65 0.003
C 0.13 1.48 5.36 0.000
C -3.37 -0.12 0.66 0.000
C -1.66 -3.48 1.15 0.022
C 2.08 3.71 -1.22 0.000
C -0.42 -4.10 1.27 0.083
C 0.75 -1.23 -5.22 0.000
C 2.98 -2.73 4.19 0.004
H -0.27 -3.78 -2.08 0.000
H 0.74 -5.53 2.40 0.002
H -3.65 -3.30 1.92 0.000
H 3.32 -4.99 -1.16 0.002
H 2.84 -0.73 -4.93 0.000
H 2.29 0.26 3.08 0.000
H 2.45 0.05 -2.60 0.000
H -0.42 3.47 1.65 0.000
H 0.07 1.84 6.37 0.000
H -1.96 1.79 4.89 0.000
H 5.43 3.10 4.12 0.000
H 2.34 -2.21 4.90 0.000
H 5.00 2.27 -1.45 0.000
H 5.63 1.47 2.29 0.000
H 0.83 -5.16 -1.93 0.016
H 2.25 1.05 5.41 0.000
H 1.70 4.44 2.54 0.000
H 0.88 -1.59 -6.23 0.000
H 4.84 -1.49 0.24 0.000
H 6.16 1.55 -0.32 0.000
H -4.57 -1.10 -2.37 0.000
H 2.95 3.19 -1.63 0.000
H 1.34 3.82 -2.01 0.000
H 5.55 0.61 -1.69 0.000
H -1.85 -2.69 0.42 0.002
H 0.36 4.87 0.86 0.000
H 6.14 -3.93 3.90 0.000
H 3.44 4.58 4.25 0.000
H 1.45 -2.85 2.73 0.007
H -4.62 0.19 2.37 0.000
H -3.31 -5.02 3.67 0.001
H -1.11 -6.12 3.90 0.000
H -1.38 -1.58 -5.12 0.000
H -0.76 3.84 -0.04 0.000
H 5.64 -5.54 -0.53 -0.001
H 6.48 -4.95 1.71 0.002
H 4.05 -1.01 1.74 0.000
H 1.44 -3.57 -2.45 0.001
H 2.38 4.70 -0.87 0.000
H 5.66 -0.38 1.36 0.000
H 4.69 -2.75 5.51 0.000
```

Output
HOMO level (alpha / beta) = -6.7 / -6.7 eV
Kohn-Sham gap (alpha / beta) = 6.55 / 5.11 eV
Expectation value of S² = 0.75
Lowest unoccupied orbital energy (alpha / beta) = -0.1 / -1.6 eV
Multiplicity = 2


This record from the Open Molecules 2025 dataset describes C45H42AsN2O5PReSSi as an isolated structure. The level of theory is ωB97M-V/def2-TZVPD.

XYZ file:
```
99
Properties=species:S:1:pos:R:3:lowdin_spin:R:1
Re 1.20 1.71 0.36 2.369
As 1.86 -0.48 -0.66 0.038
S 3.55 2.10 0.46 0.055
P -2.01 -1.12 -0.82 -0.001
Si 1.13 1.10 3.72 0.024
O 1.16 2.84 -1.44 0.023
O 1.11 0.88 2.09 0.231
O 0.98 4.75 2.59 0.015
O -1.60 3.32 -0.55 0.017
O -0.82 1.34 0.16 0.078
N 1.07 3.82 0.50 0.028
N 1.00 6.13 0.78 0.003
C 0.61 0.14 -3.16 0.000
C -3.51 -2.23 -4.48 0.000
C -3.11 1.51 -0.45 -0.001
C -1.92 -1.54 1.88 0.000
C 1.72 -0.46 -2.58 -0.001
C 1.10 3.96 -0.84 0.024
C -2.23 -2.11 3.10 0.000
C 0.46 0.13 -4.54 0.000
C -5.49 1.95 -0.46 0.000
C -2.64 -2.13 -2.22 0.000
C -3.21 -3.59 -4.55 0.000
C -5.74 0.60 -0.66 0.001
C 5.75 0.50 0.47 0.006
C -3.06 -3.23 3.16 0.000
C -1.75 2.15 -0.28 0.012
C 0.92 7.28 1.68 0.000
C -0.44 1.97 4.22 0.004
C 1.16 -2.45 1.27 0.000
C -4.19 2.40 -0.36 0.000
C -2.61 -4.21 -3.46 0.000
C 1.42 -0.46 -5.34 0.000
C -3.36 0.15 -0.68 0.001
C -3.58 -3.75 1.99 0.000
C 1.02 6.29 -0.57 0.016
C 6.45 -0.68 0.30 0.000
C -2.45 -2.06 0.70 0.000
C 1.22 -0.60 4.51 0.000
C -3.29 -3.16 0.77 0.000
C 3.74 -0.59 -0.27 0.010
C 4.45 -1.78 -0.41 0.000
C 0.83 -3.72 1.73 0.000
C 4.38 0.56 0.19 0.013
C 1.02 4.87 1.38 0.011
C 1.08 5.25 -1.44 -0.002
C 0.75 -4.52 -0.54 0.001
C 0.63 -4.75 0.83 0.000
C 2.63 2.10 4.22 0.004
C 2.70 -1.04 -3.39 -0.001
C -2.33 -3.48 -2.31 0.000
C 1.27 -2.22 -0.10 0.012
C -3.23 -1.51 -3.33 0.000
C 2.54 -1.04 -4.77 0.000
C 1.06 -3.25 -1.01 0.002
C -4.68 -0.28 -0.77 0.000
C 5.81 -1.83 -0.14 0.007
H -2.37 -5.26 -3.50 0.000
H -6.31 2.65 -0.37 0.000
H -3.74 -3.56 -0.13 0.000
H 6.25 1.39 0.82 0.000
H 2.50 3.15 3.94 0.000
H -6.76 0.24 -0.73 0.000
H 3.52 1.72 3.71 0.001
H 0.00 7.24 2.25 0.000
H 1.13 -3.07 -2.07 0.000
H 1.31 -1.64 1.97 0.000
H -3.97 3.44 -0.21 0.000
H -1.82 -1.69 4.02 0.000
H -3.43 -4.15 -5.45 0.000
H 7.51 -0.70 0.52 0.000
H 0.58 -5.33 -1.24 0.000
H -4.24 -4.61 2.03 0.000
H 0.99 7.31 -0.92 0.001
H 0.37 -5.74 1.19 0.000
H 6.35 -2.76 -0.25 0.000
H -1.26 -0.68 1.84 0.000
H 3.30 -1.50 -5.39 0.000
H -1.33 1.42 3.88 0.000
H -1.85 -3.98 -1.48 0.000
H 2.80 2.04 5.30 0.001
H -3.29 -3.68 4.12 0.000
H -3.96 -1.73 -5.33 0.000
H 0.47 -1.28 4.10 0.000
H -4.89 -1.33 -0.93 0.000
H -3.47 -0.46 -3.30 0.000
H 1.09 5.38 -2.51 0.000
H 1.30 -0.47 -6.42 0.000
H 3.58 -1.49 -2.94 0.000
H 0.72 -3.89 2.79 0.000
H 2.20 -1.05 4.35 0.000
H -0.41 0.60 -4.98 0.000
H 3.93 -2.68 -0.73 0.000
H -0.14 0.62 -2.53 0.000
H 0.96 8.19 1.09 0.000
H -0.51 2.08 5.31 0.001
H 1.75 7.25 2.38 0.000
H 1.06 -0.52 5.58 0.000
H -0.47 2.97 3.78 0.000
```

Output
HOMO level (alpha / beta) = -7.3 / -7.9 eV
Kohn-Sham gap (alpha / beta) = 8.01 / 7.03 eV
Expectation value of S² = 3.77
Lowest unoccupied orbital energy (alpha / beta) = 0.7 / -0.8 eV
Multiplicity = 4


Relative energy (zero: lowest compared OMol25 entry of this formula, charge and spin) across the listed records, respectively: 0.000, 1.150, 0.000, 0.446 eV.